DFT (ωB97M-V/def2-TZVPD) results for the molecule C26H26N4O4.

Positions of all 60 atoms, in Å:
C  -0.453176  -3.289745  9.013544
O  -0.565165  -2.650429  7.727482
C  -0.999824  -1.359466  7.757923
C  -1.271393  -0.630714  8.942285
C  -1.661539  0.704148  8.873990
C  -1.684626  1.317047  7.629342
C  -1.453898  0.586111  6.435743
C  -1.166018  -0.754575  6.503921
C  -1.782896  1.464906  5.339271
C  -2.009202  0.941112  3.968394
C  -2.950814  1.827900  3.199057
C  -4.088444  2.507094  3.664538
N  -4.820725  3.023381  2.605606
C  -6.126122  3.685937  2.722765
C  -4.183462  2.662936  1.418758
C  -4.622725  2.740868  0.103619
C  -3.817864  2.153782  -0.868723
C  -2.652382  1.405109  -0.526937
O  -1.947898  0.830225  -1.531155
C  -0.761101  0.061841  -1.235877
C  -2.257945  1.255062  0.823168
C  -3.018510  1.901403  1.769610
N  -0.738965  0.467452  3.358101
C  0.416602  1.231958  3.171105
C  1.546146  0.715322  2.589482
C  2.697631  1.522664  2.108082
C  1.658418  -0.709428  2.307110
O  2.591154  -1.310668  1.783709
N  0.519755  -1.418614  2.674824
C  -0.585874  -0.949608  3.335657
O  -1.372774  -1.762183  3.829309
C  -2.151943  2.682181  5.890608
N  -2.131937  2.584298  7.270285
C  -2.744983  3.521136  8.194744
H  -0.147982  -4.304699  8.772627
H  0.301477  -2.791896  9.639397
H  -1.420010  -3.287562  9.538589
H  -1.196508  -1.116788  9.906887
H  -1.911054  1.263101  9.768753
H  -1.119073  -1.365991  5.619857
H  -2.569605  0.039957  4.096232
H  -4.422814  2.681492  4.682072
H  -6.384714  4.152027  1.762430
H  -6.914587  2.961307  2.994057
H  -6.115844  4.455934  3.510194
H  -5.553022  3.249922  -0.140578
H  -4.084447  2.220891  -1.916276
H  -0.493329  -0.334088  -2.214223
H  0.032045  0.714148  -0.847582
H  -0.970915  -0.746630  -0.523804
H  -1.429396  0.627644  1.161182
H  0.383277  2.299448  3.430967
H  3.475626  0.933281  1.631258
H  2.419049  2.256315  1.355661
H  3.215069  2.076173  2.884457
H  0.543345  -2.425324  2.571151
H  -2.466156  3.570136  5.358978
H  -2.417032  3.247216  9.204135
H  -2.429178  4.542227  7.953011
H  -3.848513  3.466011  8.138392

Forces on the atoms, in the same order (eV/Å):
-0.092 0.224 -0.691
-0.162 -0.227 1.073
-0.149 1.003 -0.314
0.110 -0.231 -0.398
0.325 0.001 -0.079
-0.541 0.002 -0.438
-0.646 1.031 0.528
0.404 -0.957 0.891
-0.221 0.546 1.022
0.123 0.964 0.745
-0.954 0.941 -0.622
0.902 -0.291 -0.654
0.270 -0.067 0.076
0.178 -0.331 0.127
0.195 -0.826 0.840
0.531 0.053 -0.227
0.351 -0.341 0.209
0.306 0.046 1.490
0.198 -0.268 -0.420
-0.816 0.602 -0.161
0.033 -0.101 -1.740
-1.271 0.708 0.744
0.527 -1.176 0.287
0.433 -0.486 -0.965
-0.471 0.371 0.240
0.747 0.910 -0.065
-0.150 -0.837 -0.525
-0.647 0.786 0.487
0.078 0.127 0.108
-0.984 -0.299 0.145
0.480 1.222 -1.308
0.251 -1.356 0.091
0.365 0.341 -0.157
0.002 -0.110 -0.224
0.001 -0.008 0.234
-0.122 -0.145 -0.171
0.229 -0.091 -0.144
-0.030 0.138 -0.062
0.039 -0.188 0.031
0.194 -0.052 0.261
-0.085 -0.858 0.104
0.014 -0.124 -0.301
0.132 -0.125 0.384
0.302 0.201 -0.237
0.182 -0.199 -0.357
0.246 -0.113 -0.162
0.011 -0.053 0.038
0.212 -0.109 0.245
-0.122 -0.145 -0.021
0.034 0.118 -0.185
-0.313 0.334 -0.548
-0.353 -0.562 -0.173
-0.217 -0.465 0.105
-0.321 0.128 -0.043
-0.069 0.122 0.362
0.096 0.083 0.107
0.012 -0.017 0.356
-0.158 0.342 -0.248
-0.046 -0.184 0.191
0.425 -0.001 0.116

Results
Energy relative to the best compared isomer or geometry (same formula, charge and spin)   3.323 eV
Highest occupied orbital energy   -0.2754 hartree
SMILES   COc1ccc2c(c1)c(C(c1cn(C)c3ccc(OC)cc13)n1cc(C)c(=O)[nH]c1=O)cn2C
Total charge   0



DFT (ωB97M-V/def2-TZVPD) results for a 3-piece molecular cluster, C26H26N5O5 overall.

Positions of all 62 atoms, in Å:
C  -0.274059  0.756241  -0.706449
C  -0.396286  -0.611824  -1.455492
C  0.040844  -0.616832  -2.893585
C  -0.096466  -1.914577  -3.579679
C  -0.648334  -3.040470  -2.779405
N  -0.987192  -2.785899  -1.492144
C  -1.560131  -3.957987  -0.736940
C  -0.841168  -4.200690  0.631638
C  0.696448  -4.478740  0.504328
O  1.397419  -4.219168  1.447320
N  1.187380  -5.080235  -0.741247
C  2.552006  -4.632782  -1.004618
C  2.923922  -3.217601  -0.997247
C  4.316194  -2.862888  -1.264876
C  5.298360  -3.897166  -1.553340
C  4.937025  -5.317534  -1.597328
C  3.544669  -5.665946  -1.313723
N  -0.880870  -1.681826  -0.799372
H  0.323121  0.605078  0.234069
H  -1.311113  1.051176  -0.376146
H  0.200666  1.530194  -1.349018
H  0.427558  0.292589  -3.402964
H  0.196019  -2.051365  -4.647321
H  -0.806784  -4.040513  -3.239897
H  -1.587201  -4.860164  -1.391311
H  -2.632063  -3.674620  -0.522155
H  -1.294983  -5.135881  1.080828
H  -1.030118  -3.397092  1.394868
H  1.219376  -6.092519  -0.554645
H  2.153847  -2.450435  -0.759710
H  4.593301  -1.785803  -1.239657
H  6.350807  -3.592764  -1.757103
H  5.665215  -6.132465  -1.810052
H  3.237374  -6.742535  -1.337411
C  -4.617813  6.152804  -1.285247
C  -3.508834  6.120906  -0.447775
C  -2.461118  5.252572  -0.716005
C  -2.533827  4.423540  -1.829201
C  -3.641532  4.443154  -2.667716
C  -4.686170  5.312486  -2.390922
N  -1.419010  3.523797  -2.128952
O  -0.470212  3.517026  -1.362416
O  -1.495294  2.828469  -3.131232
H  -5.432540  6.836637  -1.075966
H  -3.460541  6.776283  0.413237
H  -1.601829  5.235567  -0.057527
H  -3.702825  3.795250  -3.532774
H  -5.553708  5.339109  -3.038868
C  1.113016  0.644172  4.630717
C  1.816688  1.632439  5.308772
C  1.409846  2.957785  5.225105
C  0.294628  3.279588  4.463213
C  -0.409445  2.301085  3.777153
C  0.004193  0.978649  3.862563
N  -0.154819  4.674637  4.391135
O  0.495588  5.510650  4.988793
O  -1.157131  4.914334  3.737674
H  1.429501  -0.390548  4.702087
H  2.681442  1.369127  5.905605
H  1.964588  3.720105  5.756970
H  -1.277104  2.547743  3.178459
H  -0.540523  0.205674  3.332902

Forces on the atoms, in the same order (eV/Å):
-0.340 -1.494 0.381
0.904 1.424 -1.484
-1.279 -3.840 0.687
-0.438 1.192 2.534
1.053 3.159 -1.031
0.032 -2.844 -1.558
-1.131 0.199 1.197
-0.018 -0.766 -0.428
-0.698 0.219 1.048
-0.275 -0.037 -0.857
0.560 0.825 0.949
2.305 -0.070 -0.721
1.353 -1.944 -0.449
-1.033 -1.924 0.014
-1.203 -0.596 0.126
-2.140 1.889 0.682
0.734 1.766 -0.052
0.788 1.688 -1.350
-0.482 0.153 -0.883
1.072 -0.080 -0.452
-0.546 -0.767 0.587
-0.411 -0.810 0.601
-0.333 0.036 1.139
0.127 0.910 0.845
0.374 0.896 0.485
1.086 -0.277 -0.241
0.412 0.887 -0.555
0.395 -0.665 -1.000
-0.175 0.410 -0.376
0.774 -0.584 -0.172
-0.088 -1.067 -0.052
-1.024 -0.312 0.219
-0.603 0.967 0.173
0.261 1.136 0.085
0.007 -0.009 -0.004
-0.087 -0.060 -0.130
0.187 0.025 0.174
-0.444 0.362 0.128
-0.083 -0.117 -0.217
0.101 0.041 0.142
0.013 0.103 -0.035
-0.186 0.270 -0.291
0.133 -0.027 0.286
0.058 -0.053 -0.012
0.045 -0.076 -0.046
0.001 -0.095 -0.148
0.168 0.008 0.099
0.083 -0.032 0.019
0.032 -0.025 0.002
-0.157 -0.016 -0.127
0.138 0.058 0.122
0.199 -0.562 0.065
-0.202 -0.112 -0.180
0.161 0.105 0.096
-0.102 0.457 -0.001
-0.146 -0.271 -0.159
0.246 -0.126 0.095
-0.014 0.074 -0.002
-0.058 0.062 -0.033
-0.178 0.072 -0.101
0.082 0.194 0.127
-0.009 0.072 0.038

Results
Highest occupied orbital energy   -0.4073 hartree
Total charge   +1



DFT (ωB97M-V/def2-TZVPD) results for C26H27BrN2O2Sn as an isolated structure.

Positions of all 59 atoms, in Å:
Sn  -0.198611  0.297191  -0.179270
C  0.274108  -2.144034  3.102554
O  1.064481  -1.156754  2.474166
C  2.439123  -1.441758  2.512349
C  3.142084  -0.472303  1.592404
O  2.955870  -0.767596  0.217658
C  3.860835  -1.741421  -0.263220
H  0.559457  -2.264211  4.154328
H  0.362757  -3.107912  2.592949
H  -0.761794  -1.814269  3.049629
H  2.621278  -2.479714  2.197966
H  2.824897  -1.335219  3.536112
H  4.212787  -0.430959  1.824533
H  2.714564  0.518704  1.751031
H  4.889810  -1.366187  -0.230231
H  3.595441  -1.951968  -1.297894
H  3.809723  -2.670607  0.314708
C  0.394005  -0.845619  -3.201327
N  -0.121828  0.259368  -2.401591
C  -0.378707  1.382401  -3.017698
C  -0.899185  2.508317  -2.364316
C  -1.087948  3.813116  -2.859843
C  -1.539483  4.561432  -1.785145
C  -1.626592  3.669535  -0.694022
N  -1.249636  2.438703  -1.030834
C  1.823995  -0.655434  -3.666561
C  2.714729  0.158192  -2.975567
C  4.032107  0.277422  -3.399028
C  4.475365  -0.415563  -4.515056
C  3.591198  -1.230060  -5.210531
C  2.275769  -1.344762  -4.788811
H  -0.249023  -1.011341  -4.070944
H  0.328673  -1.750443  -2.596333
H  -0.173809  1.458818  -4.086490
H  -0.890126  4.145212  -3.867324
H  -1.798298  5.608131  -1.770300
H  -1.967995  3.890756  0.308075
H  2.384801  0.695512  -2.094996
H  4.712398  0.916847  -2.850478
H  5.501023  -0.318057  -4.846488
H  3.925502  -1.769713  -6.087365
H  1.585977  -1.975234  -5.339190
Br  -3.168185  0.269270  -0.230350
C  -3.360224  -1.608406  -0.047066
C  -4.615566  -2.118695  0.090875
C  -4.781829  -3.517204  0.194955
C  -3.694941  -4.336613  0.148686
C  -2.387775  -3.808727  0.002241
C  -1.264770  -4.669770  -0.060902
C  -0.011422  -4.154932  -0.199532
C  0.173637  -2.754551  -0.256926
C  -0.871169  -1.862384  -0.213306
C  -2.184277  -2.404341  -0.092738
H  -5.473391  -1.461654  0.115685
H  -5.777221  -3.926472  0.306252
H  -3.813168  -5.411191  0.222537
H  -1.424706  -5.739679  0.002326
H  0.845851  -4.816235  -0.251065
H  1.190535  -2.374633  -0.321978

Forces on the atoms, in the same order (eV/Å):
0.247 0.180 0.222
0.043 0.086 0.062
-0.215 -0.048 0.004
0.024 -0.132 -0.005
0.060 0.162 -0.056
0.019 -0.072 0.020
-0.013 0.001 -0.018
-0.011 -0.006 0.001
0.023 -0.041 -0.024
0.003 0.000 -0.014
0.016 0.007 -0.001
0.012 0.013 -0.005
0.001 -0.026 0.006
0.019 0.013 0.020
0.000 -0.002 0.002
0.007 0.010 0.002
-0.016 -0.009 -0.005
0.041 0.048 -0.008
-0.044 0.124 -0.127
-0.043 0.015 0.115
-0.004 -0.097 -0.120
0.027 0.014 0.085
-0.079 -0.056 0.024
0.017 0.041 0.053
0.175 -0.115 -0.248
0.021 -0.023 0.046
-0.006 0.009 -0.010
-0.012 0.006 0.010
0.000 -0.008 -0.008
0.010 0.006 0.005
-0.015 -0.007 0.010
-0.007 0.027 -0.003
-0.013 -0.023 -0.016
-0.007 -0.016 -0.007
0.005 0.021 0.003
-0.002 -0.001 -0.022
0.017 0.008 0.004
0.012 0.011 -0.016
0.002 -0.002 -0.001
0.001 0.001 0.000
-0.004 -0.001 -0.002
0.003 -0.003 -0.004
-0.158 -0.033 0.044
-0.093 0.047 0.000
0.052 -0.105 0.008
-0.029 0.058 0.002
0.010 -0.019 0.002
0.029 -0.021 -0.019
-0.050 -0.005 0.002
0.061 0.032 0.023
0.025 0.018 0.029
-0.169 0.013 -0.101
0.006 -0.090 0.037
-0.004 0.005 0.002
0.001 0.002 0.001
0.001 0.001 -0.002
-0.004 0.001 -0.004
0.005 0.010 -0.005
0.003 -0.027 0.007

Results
Energy relative to the best compared isomer or geometry (same formula, charge and spin)   0.000 eV
Highest occupied orbital energy   -0.2688 hartree
Total charge   0



DFT (ωB97M-V/def2-TZVPD) results for C26H27BrN2O8P2SiSn as an isolated structure.

Positions of all 68 atoms, in Å:
Sn  1.267624  2.575441  0.273048
N  1.109452  -1.777185  3.201901
C  0.535381  -0.399174  3.054202
C  -0.414577  -0.063173  4.191356
P  -0.474951  -0.512225  1.483124
O  -1.495577  0.706999  1.549409
O  -1.074480  -1.849065  1.533781
O  0.308056  -0.109247  0.176072
P  1.958193  0.751950  2.860567
O  2.433572  0.749151  4.376225
O  1.403749  2.117097  2.470859
O  2.916141  0.116050  1.932764
H  0.435022  -2.450920  2.793766
H  1.311928  -2.008022  4.176846
H  1.979020  -1.822638  2.648081
H  -1.254809  -0.760537  4.212631
H  -0.803201  0.944611  4.057080
H  0.104069  -0.087861  5.149737
H  -2.358640  0.445268  1.904459
H  3.158423  1.353602  4.594179
O  -4.629237  5.544954  0.796578
C  -3.467634  4.917023  0.778864
C  -2.669850  4.704868  1.911505
C  -1.473019  4.043908  1.773179
N  -1.032961  3.580415  0.594939
C  -1.808241  3.762813  -0.470064
Br  -1.129464  3.012750  -2.080180
C  -3.011693  4.415789  -0.449345
H  -4.872829  5.893890  1.663168
H  -2.985900  5.059249  2.883315
H  -0.819900  3.860157  2.619618
H  -3.603831  4.554843  -1.341463
C  3.478016  0.486861  -4.218129
C  3.564074  -0.823365  -3.770021
C  2.628852  -1.318732  -2.872217
C  1.597272  -0.510484  -2.396528
C  1.509719  0.799046  -2.884417
C  2.441625  1.300043  -3.780298
Si  0.278509  -1.219706  -1.273915
C  0.797183  -2.846800  -0.519195
C  2.002769  -2.895278  0.189671
C  2.397097  -4.058839  0.834286
C  1.593475  -5.191119  0.775289
C  0.399471  -5.154985  0.069935
C  0.008841  -3.994744  -0.580618
C  -1.429356  -0.929029  -1.971323
C  -2.579797  -1.106718  -1.193619
C  -3.836716  -0.866115  -1.723589
C  -3.967472  -0.443687  -3.039610
C  -2.838837  -0.272916  -3.827961
C  -1.581123  -0.520083  -3.300963
H  4.208078  0.869739  -4.917217
H  4.354325  -1.466835  -4.130835
H  2.692056  -2.349818  -2.548546
H  0.635013  1.405861  -2.640630
H  2.339700  2.307678  -4.162090
H  2.643042  -2.016172  0.211094
H  3.338120  -4.093521  1.370490
H  1.902423  -6.099617  1.273685
H  -0.228532  -6.033926  0.028689
H  -0.918816  -3.976061  -1.138365
H  -2.486765  -1.463435  -0.175671
H  -4.718022  -1.025154  -1.116430
H  -4.950769  -0.257276  -3.448890
H  -2.940531  0.040946  -4.857893
H  -0.706145  -0.405201  -3.928915
O  4.946685  1.244559  0.167705
C  3.886695  1.614103  0.176839

Forces on the atoms, in the same order (eV/Å):
-0.747 -0.209 0.512
0.029 -0.126 -0.182
0.099 0.641 -0.819
-0.100 -0.074 0.148
-0.445 0.470 -0.228
-0.055 -0.097 0.317
-0.044 -0.267 0.175
0.367 -0.079 0.423
0.175 -0.820 0.616
-0.013 0.396 -0.054
-0.486 0.605 -1.236
-0.115 -0.205 -0.037
0.052 -0.047 0.105
0.019 0.014 -0.022
-0.001 -0.164 0.040
0.000 0.007 0.062
0.034 -0.012 0.005
0.020 -0.056 -0.009
0.025 0.092 -0.013
0.019 -0.104 0.082
-0.201 0.084 -0.237
0.510 -0.307 0.089
-0.074 0.072 0.127
-0.047 0.046 -0.011
0.605 -0.289 0.110
0.133 -0.059 -0.038
-0.399 0.305 0.235
-0.258 0.130 -0.065
0.094 -0.042 0.069
0.025 0.016 0.025
-0.091 0.064 0.024
0.002 -0.031 -0.037
0.067 -0.045 0.077
0.044 0.014 -0.060
0.042 -0.042 0.131
-0.335 -0.104 0.251
-0.288 0.142 0.001
-0.038 0.039 0.056
0.235 0.358 -0.164
-0.177 0.192 -0.236
0.014 0.154 -0.099
0.102 0.022 0.083
-0.076 0.058 0.051
-0.007 -0.095 -0.013
-0.014 0.148 -0.076
0.280 -0.284 0.143
0.034 -0.040 -0.021
-0.020 0.004 0.033
0.031 0.042 0.024
-0.062 0.007 -0.046
0.152 -0.062 0.087
0.010 -0.004 -0.042
0.022 -0.010 -0.012
0.078 -0.028 0.012
0.433 -0.239 0.022
0.024 0.017 -0.010
0.050 -0.043 0.084
0.038 -0.002 -0.050
0.003 -0.026 0.003
-0.001 -0.032 -0.041
-0.074 -0.038 0.036
-0.119 -0.050 -0.064
-0.017 0.004 0.005
-0.015 -0.007 -0.040
0.005 -0.004 -0.023
-0.026 0.017 -0.055
-0.440 0.155 -0.079
0.912 -0.172 -0.143

Results
Energy relative to the best compared isomer or geometry (same formula, charge and spin)   0.839 eV
Highest occupied orbital energy   -0.5156 hartree
Total charge   +2